Entry from the Open Molecules 2025 dataset: a molecular structure, C4H6OTl in a non-equilibrium geometry (wB97M-V/def2-TZVPD).

Summary:
total charge: -1
E_LUMO: 0.1266 hartree
HOMO: -3.14 eV
ΔE to the lowest compared entry with this formula, charge and spin: 0.0 kJ/mol

XYZ file:
```
12
Properties=species:S:1:pos:R:3:forces:R:3
O -1.455825 1.929504 0.389288 2.3294 0.3732 1.1874
C 0.405387 -0.811132 -0.988048 1.4817 0.8042 0.1179
C 1.523949 -0.030428 -0.845518 -1.2242 -0.5789 -0.3615
H 0.669992 -1.872271 -0.786770 -0.4656 0.2669 0.3066
H 1.507726 1.018950 -1.184157 0.0419 -0.2451 0.5848
H 2.473848 -0.386833 -0.406336 -0.2411 0.0989 -0.4820
Tl -1.852519 0.293788 -1.090925 0.2696 -0.6229 -0.4256
C -0.582837 2.211533 1.394675 -2.7378 0.2360 -0.0914
C -0.564340 1.575798 2.596659 -0.0714 -0.0538 -0.3640
H -0.116718 3.216375 1.338203 -0.0051 -0.4324 -0.1654
H -1.007793 0.578149 2.693879 -0.0809 0.4742 0.0014
H -0.358696 2.136522 3.510473 0.7034 -0.3202 -0.3082
```
Positions in Å, forces in eV/Å.

=====

Entry from the Open Molecules 2025 dataset: a single C2H4N4S molecule in a non-equilibrium geometry (wB97M-V/def2-TZVPD).

Summary:
total charge: 0
E_LUMO: -0.0010 hartree
HOMO: -8.87 eV
ΔE to the lowest compared entry with this formula, charge and spin: 538.6 kJ/mol

XYZ file:
```
11
Properties=species:S:1:pos:R:3:forces:R:3
C -1.405091 0.195060 0.680998 -0.3894 -1.0913 1.7976
C -0.494293 -0.869293 0.154335 -7.4824 -1.3824 1.5905
N -1.333104 1.299505 0.020057 -1.5074 0.3701 0.5316
N -0.817980 1.251684 -1.162858 0.6757 0.1300 -1.9357
N 0.762454 -0.609657 -0.075098 5.7483 1.3179 -1.0083
N 1.250652 0.626300 0.426015 -0.4336 1.7493 -0.3236
S -0.260050 -0.306644 -1.553781 -0.1371 0.9099 -0.2022
H -2.056454 0.087273 1.610460 1.1376 0.2222 -1.4674
H -0.879901 -1.888731 0.227858 0.7057 -0.0946 0.2997
H 1.027439 1.397209 -0.304178 0.8553 -1.4008 0.8788
H 0.543988 0.990177 1.109788 0.8274 -0.7304 -0.1610
```
Positions in Å, forces in eV/Å.

=====

Entry from the Open Molecules 2025 dataset: 2 unconnected molecules or ions with the total composition C2H5NO in a non-equilibrium geometry (wB97M-V/def2-TZVPD).

Summary:
total charge: +1
E_LUMO (spin up / spin down): -0.2880 / -0.3498 hartree
<S²>: 0.760
2S+1: 2
HOMO (spin up / spin down): -11.68 / -11.68 eV
ΔE to the lowest compared entry with this formula, charge and spin: 377.9 kJ/mol

XYZ file:
```
9
Properties=species:S:1:pos:R:3:forces:R:3
C -1.136388 -4.762500 0.890172 -1.6678 -2.8534 0.4609
N -1.775340 -5.744338 1.494094 2.4876 4.4562 -1.6366
H -0.081111 -4.962321 0.453859 -1.3788 0.5966 0.9132
H -1.802173 -3.898263 0.668201 0.9461 0.1991 0.4105
H -1.848151 -6.610264 1.029200 -0.3827 -2.4037 -0.1478
O 2.131433 5.290696 -1.214682 -5.1164 0.0390 0.0028
C 0.859580 5.259503 -1.083480 5.4125 -0.4096 1.3343
H 0.393452 6.123225 -0.521531 -0.1247 -0.7838 -1.0418
H 0.374752 4.250404 -1.211085 -0.1758 1.1596 -0.2954
```
Positions in Å, forces in eV/Å.

=====

Entry from the Open Molecules 2025 dataset: a molecular structure, C18H45CaF9N9O17P2S3 in a non-equilibrium geometry (wB97M-V/def2-TZVPD).

Summary:
total charge: -1
E_LUMO: -0.1555 hartree
HOMO: -6.49 eV
ΔE to the lowest compared entry with this formula, charge and spin: 1720.5 kJ/mol

XYZ file:
```
104
Properties=species:S:1:pos:R:3:forces:R:3
Ca 1.550222 0.703526 0.040411 0.2094 0.4300 0.0635
C 6.202161 2.818739 -6.138526 -2.2859 -4.0467 0.6043
F 6.152651 4.028004 -5.800705 0.1641 3.7889 2.4873
F 6.357801 2.891524 -7.439631 0.9118 -1.2908 -1.7752
F 7.248321 2.167833 -5.515357 -0.4766 0.7169 -0.8387
S 4.470918 1.876306 -5.748956 2.6332 0.5445 0.7638
O 4.743842 0.547583 -6.280177 -0.5194 0.5085 0.3005
O 4.334351 1.973802 -4.286023 0.0820 -0.4646 -0.5555
O 3.563967 2.734351 -6.451187 -0.7270 0.0648 -0.6716
C -3.821930 2.940597 5.952350 0.4212 1.2299 -0.4325
F -4.455250 1.788244 6.125832 0.0151 -0.1437 0.2567
F -4.504298 3.935786 6.534944 -1.2039 -0.0139 -0.3941
F -2.684383 2.978354 6.622871 1.2242 -1.0938 0.3384
S -3.498359 3.293661 4.154389 0.5986 -1.4418 -3.2371
O -4.835168 3.095393 3.532982 1.8863 0.3400 1.2280
O -2.951377 4.641050 4.118379 -0.6209 -0.5344 0.5165
O -2.466926 2.280065 3.673390 -2.1331 1.5041 1.4822
C 7.079564 5.462051 3.057146 -2.5985 -1.7957 1.6982
F 6.079264 6.389608 3.116889 0.7605 -0.2025 -0.2462
F 7.416937 5.240286 1.824610 0.2315 0.1607 -1.6368
F 8.122979 5.895908 3.710912 0.7467 0.6681 0.6102
S 6.457238 3.787387 3.839096 -0.9330 -0.8005 0.0221
O 5.260743 3.301110 3.100438 1.2837 0.8077 -0.3049
O 7.655898 2.976454 3.634317 -0.6683 0.5574 0.1968
O 6.052154 4.076812 5.208852 0.9507 0.3921 -0.5270
C 2.765735 -5.730494 -4.451433 0.9789 -0.3710 -0.1588
N 1.639943 -4.936587 -3.878834 -1.2402 0.8286 0.4568
O 0.510427 -5.388092 -3.994251 0.8319 -0.1812 -0.2287
O 1.855246 -3.883627 -3.274589 0.6641 -1.1454 -0.7396
H 3.250789 -6.256586 -3.629218 -0.1837 0.1496 0.1553
H 3.532778 -5.121735 -4.930116 -0.3805 0.5024 0.2996
H 2.459587 -6.477854 -5.183443 -0.6731 0.3041 0.2841
C 0.995064 8.627334 0.611436 -0.5508 1.2169 0.9638
N 1.417679 7.452297 -0.163139 0.1806 -0.2407 -0.2780
O 2.075852 7.716824 -1.154195 -0.2201 -0.7928 0.2611
O 1.083689 6.331766 0.222738 0.3941 1.1795 -0.4774
H 1.301025 9.564748 0.146960 0.1491 -0.4916 -0.4331
H 1.442706 8.640337 1.605187 -0.0504 -0.5749 -0.0510
H -0.090075 8.652318 0.711243 0.0953 -0.4161 0.0214
C 8.511071 -2.497303 -0.339549 1.8477 0.7363 -0.3365
N 7.259227 -3.064575 0.099216 -1.0750 0.0395 -0.3435
O 6.349607 -2.246921 0.266011 0.5764 -1.2316 0.1513
O 7.184809 -4.275399 0.170138 -0.5011 0.3870 0.3359
H 9.332317 -3.207413 -0.436460 -0.5535 -0.4259 0.2047
H 8.825120 -1.757107 0.396371 -0.2820 0.2456 -0.2936
H 8.345267 -2.072897 -1.329746 -0.1109 0.3143 0.2657
O -2.940942 1.692620 -3.690237 -0.8159 -0.5406 -0.7227
P -4.085505 2.131024 -4.531582 -0.9490 0.6687 -2.2036
N -3.977961 1.852451 -6.247342 0.9218 1.3980 1.1450
C -3.214105 0.752266 -6.737011 0.6323 -0.8700 0.1332
C -4.726606 2.532125 -7.321878 0.0670 -0.6708 1.4670
N -4.327421 3.816350 -4.536210 -0.5152 0.3357 -0.9984
C -3.386150 4.746755 -5.146411 0.4362 -0.7490 -1.4351
C -4.935942 4.539561 -3.453289 0.0948 -1.2495 1.4401
N -5.575229 1.344181 -4.228289 1.2676 0.3520 1.1765
C -5.634911 0.075361 -3.466635 0.2072 0.6155 -0.7451
C -6.871891 1.910090 -4.551429 0.6479 0.9331 0.1527
H -3.744261 -0.178825 -6.536718 -0.0580 -0.4467 -0.3255
H -2.222905 0.631555 -6.299921 0.0050 0.2933 0.3128
H -3.030738 0.857542 -7.806311 -0.1637 -0.0532 -0.0320
H -5.573371 3.029153 -6.848533 0.1098 0.3631 -0.5141
H -5.089557 1.748706 -7.987161 -0.2523 0.1151 -0.1287
H -4.072182 3.192193 -7.891211 -0.1613 0.2934 -0.0197
H -3.873659 5.668571 -5.463723 -0.3680 0.0696 0.4118
H -2.540996 5.004414 -4.508110 0.0546 -0.0951 0.1698
H -3.021835 4.353771 -6.095589 0.3594 -0.2739 0.1806
H -5.328786 5.532131 -3.673676 -0.2521 -0.2659 -0.6598
H -5.689278 3.877616 -3.026205 -0.1986 0.4404 0.3936
H -4.145923 4.715079 -2.723109 -0.1482 0.0930 0.6088
H -6.415415 -0.472233 -3.994873 0.0584 -0.5141 0.3470
H -4.684481 -0.455568 -3.520630 -0.0571 0.0384 -0.2329
H -5.867015 0.153668 -2.404516 -0.2843 0.3693 0.0533
H -7.481073 1.273267 -5.192877 -0.0688 -0.2817 0.2553
H -6.751188 2.854948 -5.081307 0.1657 -0.0527 -0.1232
H -7.355327 2.206497 -3.620552 -0.6193 -0.3576 0.0033
O 0.373310 -3.747943 3.648469 -1.1986 -1.4842 0.6258
P -0.100545 -4.656382 4.752847 0.4882 0.7607 1.1659
N 0.068266 -6.303440 4.477925 0.3012 -0.4141 0.0767
C -0.018609 -6.793180 3.084846 0.0555 1.0139 0.5561
C -0.410050 -7.272972 5.506734 0.2105 0.4518 -1.0924
N -1.733093 -4.483041 5.217712 1.9970 0.3328 1.4729
C -2.377770 -5.092879 6.357472 -0.1965 -0.3349 0.6072
C -2.651846 -4.450215 4.165090 -0.3656 1.1200 -2.0301
N 0.746044 -4.415096 6.188991 -1.3327 1.3451 1.5774
C 0.500627 -3.154840 7.027913 0.0699 -1.4974 -0.7987
C 2.122557 -4.883705 6.305583 -0.9165 -0.5949 -0.6410
H -0.955961 -6.459558 2.639707 -0.1640 -0.4926 -0.2402
H 0.069170 -7.879632 3.088752 0.0488 0.1473 -0.1942
H 0.765905 -6.307485 2.504546 0.1239 -0.3106 -0.0444
H -1.495423 -7.310188 5.599905 -0.0572 0.0936 -0.0477
H 0.018898 -7.053176 6.484374 0.0812 -0.0696 -0.1157
H -0.104766 -8.249550 5.130984 0.1988 -0.0757 0.4039
H -1.706798 -5.548143 7.085911 0.0038 0.4487 0.0331
H -3.080059 -4.388962 6.804020 0.3635 0.4140 0.4753
H -3.075585 -5.862140 6.026725 0.2271 -0.5615 -0.1506
H -3.660161 -4.476589 4.578247 -0.0117 -0.0458 -0.5033
H -2.500343 -3.521912 3.614277 -0.3999 0.0922 -0.2341
H -2.433806 -5.249753 3.457057 -0.7329 -0.3808 -0.1843
H -0.537236 -2.832724 6.943228 0.1949 0.0980 -0.2344
H 0.680466 -3.411480 8.071895 0.0031 -0.1376 0.0084
H 1.210222 -2.369912 6.766259 -0.1696 0.1269 -0.2364
H 2.700464 -4.332343 5.563869 0.6830 -0.4327 0.1294
H 2.024975 -5.955522 6.133004 0.8265 -0.0402 -0.5417
H 2.546620 -4.815975 7.307420 -0.2965 0.5515 0.0387
```
Positions in Å, forces in eV/Å.

=====

Entry from the Open Molecules 2025 dataset: a single C5H6O molecule in a non-equilibrium geometry (wB97M-V/def2-TZVPD).

Summary:
structure (SMILES): C#C[C@]1(C)CO1
total charge: 0
E_LUMO: 0.0377 hartree
HOMO: -9.98 eV
ΔE to the lowest compared entry with this formula, charge and spin: 269.1 kJ/mol

XYZ file:
```
12
Properties=species:S:1:pos:R:3:forces:R:3
C -1.219090 -0.839904 -0.056557 -0.0732 -0.0711 0.1157
C -0.073770 0.112126 0.162637 0.0746 -0.1161 -0.3116
C -0.271630 1.567662 0.079997 0.7843 0.2226 0.0281
O -0.092101 0.918077 1.322868 0.3534 -0.1643 0.8851
C 1.253150 -0.417695 -0.108195 0.3598 -0.2745 -0.3689
C 2.331964 -0.897283 -0.333401 -0.3182 0.1402 0.0543
H -1.118765 -1.688353 0.623106 -0.0672 -0.0030 -0.0693
H -1.215204 -1.213326 -1.085725 0.0253 0.0775 0.1685
H -2.168812 -0.335241 0.137453 0.1183 -0.0714 0.0009
H -1.281287 1.916750 0.074414 -0.4319 0.4976 -0.8915
H 0.565154 2.196925 -0.285942 -0.7342 -0.2945 0.3536
H 3.290390 -1.319733 -0.530652 -0.0911 0.0572 0.0354
```
Positions in Å, forces in eV/Å.

=====

Entry from the Open Molecules 2025 dataset: a molecular structure, C8H22CuN2O10S2 in a non-equilibrium geometry (wB97M-V/def2-TZVPD).

Summary:
total charge: -2
E_LUMO (spin up / spin down): 0.1477 / 0.1477 hartree
<S²>: 0.758
2S+1: 2
HOMO (spin up / spin down): -1.31 / -1.03 eV
ΔE to the lowest compared entry with this formula, charge and spin: 455.3 kJ/mol

XYZ file:
```
45
Properties=species:S:1:pos:R:3:forces:R:3
Cu 2.687890 0.697762 0.705858 1.9250 -0.3090 -2.0741
S 3.322081 1.575189 -1.961659 1.8539 1.0049 -4.7666
O 2.795248 0.262858 -1.756618 -1.3326 -4.0587 2.5837
O 4.604255 1.571476 -2.649445 0.8932 -0.1247 0.4377
O 2.371757 2.189529 -2.853524 -1.9547 2.3617 -0.4443
O 3.487408 2.215314 -0.659184 -0.8702 0.9140 3.3886
S 4.974508 -0.776895 0.964323 3.6887 -0.8003 -4.1750
O 3.691108 -1.380760 0.588223 -3.5772 0.0952 1.2140
O 5.727650 -0.761496 -0.309841 0.2692 0.2807 0.8568
O 4.738502 0.646840 1.352386 -1.5811 0.7372 1.4199
O 5.696822 -1.572303 1.937424 -0.2348 0.0407 1.7387
C -3.390193 0.796024 -4.177193 0.3995 2.5412 -0.4438
C -3.241791 -0.556326 -3.642600 -0.9218 0.6747 1.4154
C -2.653863 -0.477103 -2.195397 1.0805 -1.8536 -0.4790
O -1.386411 0.131107 -2.171060 -0.4900 0.9310 -0.0943
C -0.899143 0.452646 -0.880187 1.1170 -0.5120 -0.1941
N -4.598472 -1.139596 -3.558979 -0.4561 -1.3186 -0.3726
H -3.895377 1.397106 -3.421161 0.0712 0.4457 -0.0320
H -3.957656 0.915264 -5.100164 -0.2697 -0.5743 -0.1216
H -2.419218 1.223538 -4.427279 0.1124 0.2655 0.3861
H -2.545793 -1.008124 -4.349394 -0.2412 -1.2294 0.4593
H -2.429918 -1.492987 -1.869922 -0.4327 -0.6793 -0.0397
H -3.349385 -0.146969 -1.423807 -0.3732 0.9100 -0.2691
H -1.122098 -0.298285 -0.122233 -0.8498 -0.1729 0.0593
H -1.139629 1.461522 -0.544882 -0.3883 0.0228 -0.0752
H 0.187397 0.366689 -0.892429 0.1497 0.3859 -0.5775
H -5.230875 -0.793993 -4.266611 0.5683 0.0013 -0.8180
H -5.183204 -0.918068 -2.765813 0.9435 0.1149 0.9170
C 1.981207 0.624397 3.649778 -0.0776 -2.1270 -0.2299
C 0.767472 -0.009729 2.861330 2.4087 0.8472 1.2556
C -0.432900 -0.297536 3.712966 -0.3865 2.2254 0.7222
O -1.586297 -0.553373 2.909943 1.2519 -1.4684 -0.3718
C -1.381697 -1.874996 2.319995 -1.3129 -0.0357 0.7621
N 0.532983 0.939372 1.774067 0.0043 -1.2149 0.2712
H 2.865540 0.254128 3.131176 0.3618 0.0460 0.1265
H 2.031742 0.205242 4.654692 0.0701 0.1724 0.1944
H 2.110179 1.706565 3.669503 -0.7359 0.0590 -0.0360
H 1.039022 -0.992447 2.475837 0.6813 0.2465 -0.3854
H -0.652465 0.583935 4.315376 -0.3991 0.5067 -0.2143
H -0.173363 -0.985371 4.517724 -0.2898 -1.0525 -0.4213
H -1.294153 -2.523394 3.191785 0.1560 -0.4966 -0.2135
H -0.550520 -2.057009 1.638727 0.2401 0.6847 0.1305
H -2.287689 -2.151966 1.780950 -0.0806 0.2195 0.0584
H 0.630029 1.855467 2.188125 -0.4140 0.2904 -0.2021
H -0.440693 0.696758 1.659195 -0.5768 1.0028 -1.3462
```
Positions in Å, forces in eV/Å.

=====

Entry from the Open Molecules 2025 dataset: 2 unconnected molecules or ions with the total composition C2H7S2 (wB97M-V/def2-TZVPD).

Summary:
total charge: -1
E_LUMO: 0.1315 hartree
HOMO: -2.77 eV
ΔE to the lowest compared entry with this formula, charge and spin: 23.9 kJ/mol

XYZ file:
```
11
Properties=species:S:1:pos:R:3:forces:R:3
S -1.018568 2.154007 0.310401 -0.2509 -0.0033 -0.4327
H -0.631751 2.462345 1.543354 0.1851 0.0572 0.3505
C -0.863981 -1.480437 0.747618 0.3274 0.3628 0.6825
C 0.630074 -1.480226 0.454694 0.4423 -0.8382 -0.1469
S 1.198513 -0.618943 -1.036514 -0.1977 -0.0234 -0.1994
H -1.135229 -0.601853 1.332568 -0.0332 0.1163 -0.2468
H -1.451139 -1.450397 -0.162831 -0.1019 -0.2004 -0.1068
H -1.097077 -2.356386 1.363552 -0.1387 -0.0716 -0.2360
H 0.951122 -2.510699 0.277816 -0.0538 -0.0795 -0.1630
H 1.248915 -1.191685 1.301683 -0.2763 0.4521 0.1870
H 0.324148 0.411297 -0.977432 0.0976 0.2279 0.3116
```
Positions in Å, forces in eV/Å.

=====

Which formula does entry 2 have? C2H4N4S